(1)
18
Properties=species:S:1:pos:R:3 method="wB97M-V/def2-TZVPD" s_squared=0.75 multiplicity=2 orbital_gap_ev="10.448 / 2.586" largest_force_ha_per_bohr=0.048 relative_energy_kcal_mol=71.1 total_charge=+2
C 1.697 -0.764 -1.691
C 0.351 -0.784 -0.978
C -0.389 0.991 0.460
N 0.369 -0.017 0.301
H 2.497 -1.330 -1.220
H 1.973 0.272 -1.904
H 1.574 -1.270 -2.652
H 0.016 -1.809 -0.794
H -0.421 -0.361 -1.617
H -0.195 1.607 1.341
H -1.365 1.105 -0.002
H 0.801 -0.579 1.076
H -3.752 2.930 -0.981
H -4.157 2.886 0.480
O -3.508 2.437 -0.146
H 2.388 -1.503 2.389
H 2.287 -2.508 1.283
O 1.727 -1.912 1.813



(2)
13
Properties=species:S:1:pos:R:3 method="wB97M-V/def2-TZVPD" orbital_gap_ev=10.620 largest_force_ha_per_bohr=0.010 relative_energy_kcal_mol=18.0 smiles="C[C@H]1CC(=O)N1" total_charge=0
C -1.582 -0.325 0.350
C -0.301 -0.113 -0.437
C 0.591 1.110 -0.108
C 1.673 0.080 0.241
O 2.833 0.114 0.559
N 0.811 -0.975 -0.012
H -1.882 -1.377 0.296
H -1.452 -0.068 1.407
H -2.393 0.282 -0.066
H -0.495 -0.215 -1.511
H 0.877 1.693 -0.988
H 0.268 1.782 0.689
H 1.070 -1.829 -0.490



(3)
10
Properties=species:S:1:pos:R:3 method="wB97M-V/def2-TZVPD" orbital_gap_ev=10.244 largest_force_ha_per_bohr=0.027 relative_energy_kcal_mol=28.3 smiles="C=C=O.C" total_charge=0
C 0.341 0.475 1.625
C -0.875 0.556 1.120
O -2.002 0.716 0.852
H 1.186 -0.058 1.209
H 0.385 0.836 2.638
C 0.188 -0.507 -1.495
H -0.644 -0.938 -0.930
H 0.918 -1.282 -1.737
H -0.188 -0.034 -2.403
H 0.691 0.236 -0.878



(4)
157
Properties=species:S:1:pos:R:3 method="wB97M-V/def2-TZVPD" s_squared=0.76 multiplicity=2 orbital_gap_ev="4.937 / 2.172" largest_force_ha_per_bohr=0.108 total_charge=+2
Y 2.520 -2.442 -2.172
C 0.104 0.084 -1.257
O 0.327 -0.405 0.074
O 0.717 -0.845 -2.124
C -1.422 0.447 -1.459
F -1.772 1.615 -0.912
F -1.759 0.510 -2.743
F -2.212 -0.444 -0.907
C 0.307 0.485 1.213
C 0.897 -0.391 2.284
H 1.858 -0.719 1.889
H 1.033 0.157 3.217
H 0.318 -1.302 2.440
H -0.675 0.929 1.374
H 0.900 1.399 1.166
H 0.690 1.000 -1.345
C 5.019 -0.801 0.081
O 5.735 -2.020 0.026
O 3.807 -1.146 -0.601
C 4.890 -0.136 1.506
F 6.080 0.515 1.827
F 3.955 0.771 1.707
F 4.654 -1.103 2.414
C 7.134 -2.051 0.164
C 7.575 -3.503 -0.076
H 7.093 -4.147 0.660
H 7.328 -3.846 -1.080
H 8.660 -3.503 0.023
H 7.380 -1.760 1.185
H 7.672 -1.396 -0.521
H 5.525 -0.114 -0.597
C 3.381 1.669 -3.225
C 3.105 0.490 -4.132
O 3.490 -0.778 -3.517
H 2.732 1.593 -2.353
H 3.060 2.610 -3.672
H 4.447 1.636 -2.999
H 3.588 0.594 -5.103
H 2.074 0.402 -4.477
H 4.311 -1.100 -3.897
C -4.222 1.347 1.887
C -3.331 2.486 2.404
O -3.424 2.364 3.851
H -3.954 1.042 0.875
H -5.269 1.638 1.805
H -4.116 0.448 2.493
H -3.739 3.423 2.024
H -2.303 2.258 2.125
H -2.610 2.667 4.260
C -2.555 -1.834 3.410
C -1.521 -2.850 4.000
O -2.084 -3.553 5.090
H -2.823 -1.203 4.258
H -3.470 -2.306 3.052
H -2.201 -1.206 2.593
H -0.803 -2.169 4.458
H -1.012 -3.469 3.261
H -2.519 -4.265 4.614
C -2.013 0.323 6.700
C -0.490 0.165 6.584
O 0.088 1.435 6.694
H -2.336 0.925 7.549
H -2.585 -0.604 6.646
H -2.312 0.872 5.807
H -0.177 -0.388 5.699
H -0.199 -0.470 7.420
H 0.982 1.254 6.992
C -0.901 -3.882 0.304
C 0.587 -3.875 0.706
O 1.203 -2.968 -0.186
H -1.033 -4.240 -0.717
H -1.317 -2.874 0.306
H -1.450 -4.508 1.008
H 0.996 -4.885 0.741
H 0.683 -3.468 1.712
H 0.860 -2.091 -0.003
C -5.278 -1.660 -0.167
C -6.081 -2.372 0.921
O -7.403 -2.271 0.612
H -4.207 -1.788 -0.013
H -5.591 -0.623 -0.285
H -5.455 -2.093 -1.151
H -5.858 -1.887 1.871
H -5.842 -3.434 0.967
H -7.822 -2.176 1.471
C 2.055 -3.015 4.676
C 3.541 -3.329 4.992
O 3.727 -4.095 6.157
H 1.475 -3.930 4.556
H 1.941 -2.480 3.733
H 1.577 -2.458 5.482
H 4.111 -2.406 5.091
H 3.894 -3.968 4.182
H 3.074 -3.744 6.768
C -0.933 4.357 -4.275
C 0.445 3.999 -3.739
O 1.045 5.167 -3.247
H -1.434 3.458 -4.634
H -0.832 5.035 -5.123
H -1.613 4.824 -3.562
H 1.111 3.494 -4.437
H 0.344 3.304 -2.906
H 1.877 4.937 -2.826
C -2.140 0.851 -6.277
C -0.671 0.751 -6.001
O -0.400 -0.265 -5.053
H -2.783 1.174 -5.459
H -2.573 -0.108 -6.562
H -2.300 1.486 -7.148
H -0.234 1.676 -5.623
H -0.140 0.536 -6.928
H -0.742 0.086 -4.228
C -4.533 3.704 -2.791
C -4.507 3.313 -1.327
O -5.517 3.941 -0.607
H -5.527 3.609 -3.229
H -3.813 3.081 -3.322
H -4.115 4.679 -3.040
H -3.581 3.481 -0.777
H -4.739 2.249 -1.284
H -5.640 4.850 -0.890
C -5.220 0.320 -3.563
C -5.671 -0.620 -4.722
O -5.856 -1.915 -4.119
H -4.230 0.129 -3.150
H -5.904 0.305 -2.714
H -5.124 1.347 -3.914
H -4.895 -0.718 -5.482
H -6.607 -0.201 -5.092
H -6.533 -1.888 -3.438
C 1.620 4.108 0.074
C 3.121 3.822 -0.341
O 3.305 4.390 -1.626
H 0.902 3.765 -0.671
H 1.504 5.177 0.258
H 1.344 3.637 1.018
H 3.333 2.754 -0.281
H 3.822 4.323 0.327
H 4.225 4.254 -1.866
C 3.280 0.990 5.072
C 3.733 1.037 6.487
O 2.599 0.921 7.331
H 2.875 0.005 4.840
H 4.121 1.246 4.427
H 2.537 1.772 4.913
H 4.218 2.000 6.645
H 4.487 0.265 6.644
H 3.037 0.789 8.175
C 2.102 -1.881 -6.720
C 1.468 -2.930 -5.818
O 1.360 -2.360 -4.534
H 3.125 -1.669 -6.408
H 1.587 -0.936 -6.546
H 2.095 -2.124 -7.783
H 2.015 -3.871 -5.763
H 0.418 -3.037 -6.089
H 0.737 -1.637 -4.642